[1]
Molecular formula: C3H5ClOS
Method: DFT, ωB97M-V/def2-TZVPD

```
11
C3H5ClOS (ωB97M-V/def2-TZVPD)
O 1.01767 1.83532 -0.23679
C 0.05259 1.13271 0.31587
C 0.41790 -0.37198 0.58522
S 2.01318 -0.86048 -0.04399
C -0.69480 0.06138 -0.30498
Cl -2.43370 -0.36077 -0.06252
H 1.64780 1.18931 -0.52684
H -0.49831 1.50504 1.22362
H 0.16445 -0.69812 1.70624
H 1.54174 -1.60132 -0.99319
H -0.48900 -0.10937 -1.32540
```

The strongest force on any atom comes out at 4.674 eV/Å. Its LUMO energy is 0.609 eV. As for the multiplicity: 1. Its SMILES is O[C@@H]1[C@H](S)[C@H]1Cl. The total energy is -28595.27866 eV.

---

[2]
Molecular formula: C14H16ClN3O
Method: DFT, ωB97M-V/def2-TZVPD

```
35
C14H16ClN3O (ωB97M-V/def2-TZVPD)
C -3.85163 -2.40876 0.24418
C -3.88741 -0.95612 0.71451
C -4.98959 -0.17255 0.00327
N -2.58771 -0.32639 0.50165
C -2.00800 -0.16277 -0.71055
O -2.49599 -0.53672 -1.75836
C -0.68463 0.53814 -0.66268
C -0.36081 1.40403 -1.70055
C 0.85620 2.06175 -1.70445
C 1.76378 1.84560 -0.68336
C 1.46328 0.95981 0.34525
C 2.48608 0.70325 1.42613
N 3.75186 0.31758 0.85893
C 4.03483 -0.82176 0.19804
C 5.34905 -0.71067 -0.20803
Cl 6.25969 -1.86636 -1.08454
C 5.77268 0.54391 0.25384
N 4.78675 1.14488 0.89020
C 0.23886 0.31048 0.35235
H -4.80550 -2.88818 0.44543
H -3.06705 -2.95692 0.76127
H -3.65655 -2.44053 -0.82361
H -4.06587 -0.93108 1.79596
H -5.95709 -0.62298 0.20641
H -5.00425 0.86039 0.34488
H -4.81023 -0.18606 -1.06783
H -2.14998 0.11137 1.29476
H -1.07497 1.54834 -2.49668
H 1.10045 2.74105 -2.50692
H 2.71818 2.35147 -0.68203
H 2.67347 1.61707 1.99735
H 2.13592 -0.07956 2.10599
H 3.31900 -1.60506 0.06093
H 6.73001 1.01058 0.14831
H 0.01720 -0.39722 1.13994
```

The strongest force on any atom comes out at 0.925 eV/Å. Its LUMO energy is 0.534 eV. As for the multiplicity: 1. Its SMILES is CC(C)NC(=O)c1cccc(Cn2cc(Cl)cn2)c1. The total energy is -33818.25983 eV.

---

[3]
Molecular formula: C7H10S2Si
Method: DFT, ωB97M-V/def2-TZVPD

```
20
C7H10S2Si (ωB97M-V/def2-TZVPD)
C 0.27928 0.48852 3.45140
C 1.13558 1.03476 2.52983
C -0.62966 -0.54325 3.17616
C 1.29439 0.28107 1.29953
C -0.50482 -1.18671 1.95251
C 0.45236 -0.81978 1.00022
C 0.58728 -1.45812 -0.29294
Si -0.10739 -0.32125 -1.75867
S -1.11581 2.34962 -6.06819
S -1.97287 0.06414 -2.25307
H 0.15238 1.02629 4.39629
H 1.65478 1.93817 2.86038
H -1.43691 -0.95238 3.83233
H 2.10318 0.44399 0.56413
H -1.06006 -2.03659 1.81680
H 1.70318 -1.46133 -0.52794
H 0.11028 -2.52163 -0.22948
H 0.74201 0.08439 -2.78126
H -1.04761 1.09005 -6.65211
H -2.33957 2.50003 -6.31592
```

The strongest force on any atom comes out at 4.112 eV/Å. Its LUMO energy (alpha / beta) is 0.612 / -2.966 eV. As for the multiplicity: 3. The total energy is -36965.40377 eV.

---

[4]
Molecular formula: C4H11NOS
Method: DFT, ωB97M-V/def2-TZVPD

```
18
C4H11NOS (ωB97M-V/def2-TZVPD)
C 0.55309 -1.77077 -2.95802
C 0.72213 -0.98995 -1.68488
N 2.04466 -0.88211 -1.14078
O -0.22398 -0.63797 -1.00110
H 1.49656 -2.15848 -3.30768
H 0.00968 -1.13769 -3.62783
H 0.01323 -2.68738 -2.86064
H 2.09036 0.05654 -0.72672
H 2.18954 -1.53885 -0.35302
C 0.42323 2.21306 1.56013
C 0.00910 0.77890 1.80381
S -1.82116 0.61284 1.54265
H -0.16135 2.94445 2.14029
H 0.34988 2.45340 0.48648
H 1.48734 2.27802 1.84025
H 0.53607 0.14061 1.08598
H 0.17029 0.48158 2.83863
H -1.80906 -0.74652 1.46996
```

The strongest force on any atom comes out at 3.037 eV/Å. Its LUMO energy is 0.641 eV. As for the multiplicity: 1. Its SMILES is CC(N)=O.CCS. The total energy is -18698.65519 eV.

---

[5]
Molecular formula: C40H35DyF6OP2
Method: DFT, ωB97M-V/def2-TZVPD

```
85
C40H35DyF6OP2 (ωB97M-V/def2-TZVPD)
C 2.88440 0.94904 -0.56262
C 2.45546 0.11090 0.48407
C 3.10067 -1.12266 0.68088
C 4.20868 -1.46768 -0.09679
C 4.66749 -0.60121 -1.09076
C 3.98731 0.59038 -1.34455
P 0.93196 0.52233 1.40249
C 1.13329 -0.36075 3.00681
C 0.33434 -1.48557 3.30240
C 0.57921 -2.20248 4.47777
C 1.58082 -1.80087 5.36664
C 2.34169 -0.66328 5.07860
C 2.11459 0.06469 3.91023
Dy -1.62824 -0.36584 0.93031
P -0.46556 -0.45986 -1.64658
C 0.67814 -1.86923 -1.86839
C 1.72337 -1.84633 -2.80623
C 2.57252 -2.94884 -2.93394
C 2.42588 -4.06811 -2.11351
C 1.42737 -4.07080 -1.13108
C 0.56201 -2.98450 -1.00934
C -2.08500 -1.05067 -2.32788
C -3.21134 -0.21283 -2.16917
C -4.48208 -0.70608 -2.47116
C -4.63426 -1.96891 -3.04477
C -3.51556 -2.77592 -3.24178
C -2.24510 -2.33104 -2.87767
C -0.04644 0.95314 -2.70095
C 0.05326 2.24907 -2.14927
C 0.29227 3.34682 -2.97620
C 0.39871 3.17630 -4.36550
C 0.23732 1.90062 -4.91577
C 0.00177 0.79480 -4.09504
C 1.08934 2.29686 1.79637
C 2.33917 2.92947 1.85432
C 2.42240 4.28752 2.17395
C 1.26967 5.03217 2.43307
C 0.01864 4.40378 2.37317
C -0.07689 3.04214 2.08609
H -3.09431 0.82580 -1.81939
H -5.36155 -0.09581 -2.26438
H -5.62329 -2.31687 -3.34929
H -3.63044 -3.76564 -3.67663
H -1.37741 -2.98362 -2.98764
H 1.88338 -0.95977 -3.41848
H 3.38204 -2.91674 -3.66816
H 3.09741 -4.92837 -2.21828
H 1.33308 -4.92147 -0.45414
H -0.19666 -3.01654 -0.21748
H -0.06693 2.40085 -1.07087
H 0.39153 4.34563 -2.54413
H 0.59162 4.03980 -5.01117
H 0.28955 1.76161 -5.99808
H -0.16206 -0.19173 -4.53323
H 3.25082 2.36824 1.64126
H 3.40590 4.75622 2.20958
H 1.34349 6.09312 2.68302
H -0.88986 4.98111 2.55515
H -1.06899 2.56610 2.09486
H -0.45647 -1.86659 2.61404
H -0.01898 -3.09041 4.69079
H 1.76928 -2.37241 6.27792
H 3.12268 -0.33872 5.76411
H 2.70152 0.95558 3.68201
H 2.73586 -1.82135 1.43463
H 4.68241 -2.43987 0.04924
H 5.52655 -0.87762 -1.71541
H 4.29396 1.23463 -2.17225
H 2.35517 1.87734 -0.78518
H 6.69385 -0.27153 -3.50885
H 6.54412 0.45101 -3.65601
C -4.69588 1.18105 1.26892
C -4.10766 0.21334 2.29061
O -2.71949 0.41063 2.47288
C -4.75230 0.41547 3.73213
F -6.10409 0.19085 3.72898
F -4.18672 -0.42642 4.61974
F -4.53808 1.67714 4.18512
C -4.35320 -1.27801 1.83855
F -5.55711 -1.59277 1.39149
F -3.45926 -1.61269 0.64459
F -3.92070 -2.19014 2.72221
H -4.54951 2.21195 1.62712
H -5.76747 0.95615 1.14315
H -4.17709 1.07490 0.28867
```

The strongest force on any atom comes out at 1.808 eV/Å. Its LUMO energy (alpha / beta) is -6.592 / -6.812 eV. As for the multiplicity: 6. The total charge is +2. The total energy is -103047.78407 eV.

---

[6]
Molecular formula: C24H50F6N3O4P2ReS2Si4
Method: DFT, ωB97M-V/def2-TZVPD

```
96
C24H50F6N3O4P2ReS2Si4 (ωB97M-V/def2-TZVPD)
Re -0.43434 0.22515 -0.09633
F 0.50073 -0.15254 5.00717
C 1.02734 0.97961 4.55698
F 2.34752 0.91010 4.61711
F 0.59022 1.99734 5.26525
S 0.48650 1.15216 2.80394
O 0.97182 -0.02431 2.09163
O -0.95009 1.25502 2.80669
N 1.23074 2.46667 2.37936
S 0.92966 3.02471 0.95176
O 0.80882 1.90646 -0.03589
O -0.06782 4.03118 0.85664
C 2.51949 3.83861 0.48119
F 2.32650 4.43534 -0.68368
F 2.80647 4.73241 1.40927
F 3.49767 2.96192 0.37705
C 5.25488 -0.88566 -0.47310
P 3.87228 -0.21456 0.53608
C 4.84560 0.77123 1.74403
C 3.55525 -1.67491 1.62268
C 2.79456 -2.78728 0.91329
P 1.00931 -2.50330 0.54109
C 0.25143 -2.94245 2.15556
C 0.74017 -4.10165 -0.32540
H 4.89096 -1.65130 -1.15965
H 6.04739 -1.31033 0.14701
H 5.67603 -0.08192 -1.07880
H 5.56897 0.14612 2.27160
H 4.18053 1.23574 2.47314
H 5.38512 1.56536 1.22892
H 3.01090 -1.32923 2.50314
H 4.51446 -2.06602 1.97485
H 2.82261 -3.70874 1.50287
H 3.27904 -3.02441 -0.03796
H 0.60229 -3.92519 2.47445
H -0.83643 -2.98192 2.07334
H 0.50943 -2.20700 2.91288
H 1.13099 -4.90885 0.29656
H 1.27093 -4.11054 -1.27605
H -0.31424 -4.30270 -0.50768
C -3.32422 1.88236 -3.62929
Si -2.58856 0.15741 -3.61964
C -2.39586 -0.38149 -5.40715
C -3.84763 -0.98934 -2.81978
Si -0.42255 0.13158 -2.62193
Si 0.80412 -1.63811 -3.61683
C 2.45878 -1.90816 -2.77977
C 1.20028 -1.19581 -5.39491
C -0.23366 -3.21062 -3.67229
Si 0.59940 2.15226 -3.37564
C 2.43668 2.03181 -3.01382
C 0.33561 2.28964 -5.23041
C -0.16330 3.71076 -2.66858
H -4.28485 1.83453 -4.15038
H -2.69911 2.59624 -4.16604
H -3.51055 2.27752 -2.63061
H -3.37693 -0.33490 -5.88811
H -2.02916 -1.40405 -5.50654
H -1.72618 0.27575 -5.96387
H -4.80079 -0.86909 -3.34157
H -4.02519 -0.76032 -1.76649
H -3.56295 -2.03963 -2.90773
H 3.09650 -1.03794 -2.94932
H 2.96483 -2.78385 -3.19570
H 2.37390 -2.02883 -1.70224
H 1.92269 -0.38026 -5.44644
H 0.32900 -0.92716 -5.99103
H 1.66380 -2.07164 -5.85865
H -0.34913 -3.70833 -2.71117
H 0.24420 -3.92814 -4.34514
H -1.23068 -3.00935 -4.07088
H 2.89736 1.29928 -3.68168
H 2.64125 1.71872 -1.98783
H 2.93063 2.99079 -3.18905
H 0.71641 1.44356 -5.79837
H 0.86390 3.18410 -5.57402
H -0.71861 2.42294 -5.47969
H -0.11359 3.81720 -1.58864
H -1.21008 3.79756 -2.96537
H 0.36522 4.56328 -3.10599
C -2.01210 1.56563 -0.31242
H -2.93153 1.08350 -0.64629
H -1.76319 2.37175 -1.00214
H -2.18268 2.01347 0.67448
N -5.68031 -4.85218 1.45492
C -4.87578 -4.07640 1.19509
C -3.86706 -3.10519 0.87127
C -3.70537 -1.96672 1.65521
C -2.72302 -1.06292 1.31402
N -1.91574 -1.25115 0.25262
C -2.08659 -2.33909 -0.51117
C -3.04363 -3.29040 -0.23314
H -4.33059 -1.78727 2.51751
H -2.55088 -0.17130 1.90312
H -1.43462 -2.42662 -1.36856
H -3.15346 -4.15370 -0.87396
```

The strongest force on any atom comes out at 0.718 eV/Å. Its LUMO energy (alpha / beta) is -3.935 / -4.488 eV. As for the multiplicity: 4. The total charge is +1. The total energy is -128548.17392 eV.

---

[7]
Molecular formula: C4HClNO2
Method: DFT, ωB97M-V/def2-TZVPD

```
9
C4HClNO2 (ωB97M-V/def2-TZVPD)
C 0.12394 1.55551 -0.94362
C 0.94690 0.66131 -0.42328
C -0.35855 -0.09735 0.07481
C -0.78261 -1.78640 1.09790
N -1.09169 0.81228 -0.46693
O -1.33339 -1.46412 2.09937
O -0.36800 -2.69749 0.45625
Cl 2.67415 0.53590 -0.40313
H 0.18925 2.48036 -1.49135
```

The strongest force on any atom comes out at 2.251 eV/Å. Its LUMO energy is 3.370 eV. As for the multiplicity: 1. The total charge is -1. The total energy is -22269.25128 eV.

---

[8]
Molecular formula: C22H30ClN5O3S
Method: DFT, ωB97M-V/def2-TZVPD

```
62
C22H30ClN5O3S (ωB97M-V/def2-TZVPD)
C 3.48702 1.63192 -4.25266
C 3.09308 1.92632 -2.85148
N 2.89786 3.15739 -2.41863
N 2.59204 3.06862 -1.12311
C 2.25401 4.24175 -0.37439
C 2.58544 1.79574 -0.68710
C 2.33573 1.44021 0.72763
C 2.89496 1.01427 -1.79067
S 2.98095 -0.74374 -1.85587
O 4.02235 -1.11625 -2.76847
O 3.02204 -1.25080 -0.50942
N 1.56337 -1.32095 -2.50409
C 1.34002 -1.28624 -3.92618
C 0.13241 -0.40521 -4.29782
C -0.24778 0.49961 -3.13059
C -0.65729 -0.34703 -1.92189
C -0.81674 0.53634 -0.69242
O -0.40927 1.68563 -0.66032
N -1.44192 -0.00884 0.37885
C -1.92604 -1.36086 0.53986
C -1.18051 -2.02287 1.71383
N -1.33238 -1.26759 2.93525
C -2.39558 -1.50416 3.79502
C -2.41683 -0.89652 5.05768
C -3.42696 -1.14582 5.96186
C -4.44642 -2.02462 5.63197
Cl -5.71923 -2.33800 6.76259
C -4.44242 -2.65466 4.40075
C -3.43231 -2.39452 3.49424
C -0.83338 0.07912 2.74965
C -1.58317 0.76484 1.59735
C 0.40819 -1.45396 -1.67364
H 2.60584 1.52033 -4.88418
H 4.06743 0.71308 -4.27959
H 4.07705 2.45754 -4.64204
H 2.91491 4.35534 0.48660
H 2.36565 5.09644 -1.03730
H 1.22002 4.17589 -0.03136
H 2.46500 0.36874 0.84951
H 3.03849 1.96153 1.37777
H 1.32524 1.73362 1.00736
H 1.18286 -2.31258 -4.28377
H 2.26514 -0.92007 -4.36754
H -0.72303 -1.03700 -4.54744
H 0.36380 0.19805 -5.17563
H -1.07575 1.15287 -3.41031
H 0.59320 1.13591 -2.85590
H -1.62143 -0.81459 -2.14525
H -2.99848 -1.31579 0.77025
H -1.78357 -1.94474 -0.36472
H -0.11073 -2.05157 1.47780
H -1.51901 -3.04740 1.86056
H -1.61731 -0.23554 5.35226
H -3.41931 -0.66632 6.92803
H -5.23291 -3.34220 4.14339
H -3.47232 -2.89755 2.54152
H 0.23305 0.01935 2.50994
H -0.95678 0.66663 3.65637
H -2.64728 0.83788 1.85280
H -1.19041 1.76459 1.40946
H -0.03225 -2.44303 -1.85713
H 0.78163 -1.42854 -0.64923
```

The strongest force on any atom comes out at 1.091 eV/Å. Its LUMO energy is 0.478 eV. As for the multiplicity: 1. Its SMILES is Cc1nn(C)c(C)c1S(=O)(=O)N1CCC[C@H](C(=O)N2CCN(c3ccc(Cl)cc3)CC2)C1. The total energy is -60251.93735 eV.

---

Among the records above, which one has the highest strongest force on any atom? C3H5ClOS